# 1
A molecular structure, C2HO2S2 at a distorted geometry. Source: the Open Molecules 2025 dataset; level of theory: wB97M-V/def2-TZVPD.

Geometry as ORCA input:
```
! wB97M-V def2-TZVPD RIJCOSX def2/J DEFGRID3
* xyz -1 1
S -0.2242 2.2221 0.4839
H 0.7898 3.0113 0.5706
C 2.5683 -0.3410 0.5404
O 2.6916 -0.4765 1.6965
S 3.5232 -0.4830 -0.7225
O 0.2538 -0.2197 -0.8897
C 0.8504 0.4102 -0.1168
*
```

E_tot: -1023.6904 a.u.
HOMO: -3.86 eV
Orbital gap: 7.3 eV
ΔE to the lowest compared entry with this formula, charge and spin: 21.9 kcal/mol
Largest force on an atom: 2.9 eV/A

---

# 2
14 unconnected molecules or ions with the total composition C45H77Cl6F3N8O8 at a distorted geometry. Source: the Open Molecules 2025 dataset; level of theory: wB97M-V/def2-TZVPD.

Geometry as ORCA input:
```
! wB97M-V def2-TZVPD RIJCOSX def2/J DEFGRID3
* xyz 0 1
H 4.5630 -1.1811 4.7713
O 2.9805 1.9960 2.2921
C 3.4377 2.6735 -1.3833
Cl -1.7666 1.7032 -4.0554
Cl -0.4960 8.0071 -0.3872
C -3.9869 5.9433 5.2783
C -2.7375 -2.6078 2.6477
H -3.8114 2.7736 2.7840
Cl 0.1232 5.1883 -0.9056
H 0.3712 3.4078 4.0770
H -4.7197 1.7361 -4.9204
C 0.6918 -0.0988 0.1422
H 6.4729 -4.3973 -2.1625
H 5.2495 -3.3564 3.3929
H -2.5531 -7.9620 1.6783
C 5.4697 0.3214 1.1053
H -6.7382 -4.5381 3.6451
C -8.4639 0.6575 -1.0485
H 4.5206 4.2360 1.1866
C -5.1963 -3.0807 3.1854
N 5.5490 1.5427 -1.8649
C -1.7800 0.6671 -0.8401
O -8.3709 -1.5603 -1.9117
H 6.1479 -2.1997 -1.0133
N -2.5851 -6.9358 -0.1828
H 3.9274 0.4134 5.2807
H 2.6157 -4.0851 -3.9350
H 0.5815 3.9973 -6.0485
H 1.0171 3.0247 -8.1037
C -2.9053 4.5913 3.5521
C 4.6621 -4.3788 -3.1776
H -8.4917 0.9525 0.0005
H 4.6814 4.7262 2.8911
H 1.6342 4.3605 -3.4394
H -2.6375 3.6335 1.7977
C 5.7561 -0.0123 2.5381
H 2.2918 -1.8876 -2.8587
C 4.4378 3.9019 2.2208
C -6.4028 -3.9643 2.7812
H 4.5525 -2.5838 1.0779
C 0.7217 3.4682 3.0467
H 7.5394 0.9110 -1.5192
H -1.7728 -7.1073 -0.7581
C -5.9084 -2.1575 -0.7406
H 5.8683 -0.4681 0.4683
H -2.7055 -1.6755 2.0839
C 3.1124 3.2037 2.4641
H 3.7777 -4.7801 4.6899
C 1.7838 -4.2527 1.9694
H -2.6444 -2.3815 3.7099
C -2.9953 -8.0103 0.6831
C 4.2977 -3.6251 2.9589
H 4.8200 -5.3132 -3.6955
H -2.7014 -8.9729 0.2647
H -0.1125 4.1775 -3.9680
H -2.7939 0.9412 -1.0915
C 1.3824 2.7498 -4.7591
H 1.5705 -5.4680 3.6879
C -7.8403 -0.6744 -1.2201
C -0.5604 6.3434 0.2151
H 6.9504 1.0720 -3.2852
C 3.9137 -3.1884 1.7046
O 5.3534 3.7782 -2.2433
H -6.1639 -4.7127 2.0256
H 0.1158 4.1723 2.4765
C -2.8605 3.3055 2.8130
H -4.6687 6.5642 4.6972
C 2.6450 -3.4279 1.2101
H -4.4864 3.1966 -4.0351
H -4.4885 4.0248 4.6121
H 0.7761 1.4850 -7.3156
O 1.9555 1.6993 -4.4995
H -4.9499 -2.2021 -0.2233
C 0.8215 3.6829 -3.7011
H 4.3953 0.4493 0.9729
C -0.8322 1.6197 -0.4895
C 2.2480 -4.8305 3.1394
H -1.8557 -3.2059 2.4180
H 5.6961 0.0931 5.2298
C 1.3398 2.4163 -7.2589
C 4.8752 2.6901 -1.8451
N -3.8651 4.8035 4.4536
H 1.0546 1.9751 0.3726
C -1.5033 -0.6963 -0.6560
H 2.4041 2.2293 -7.4014
C 3.4588 -3.6468 -3.4218
H 0.6086 3.0797 -2.8186
C 5.3758 -2.5839 -1.6634
C 6.9362 1.4378 -2.2586
C 0.3697 1.2299 -0.0041
N -6.6280 -0.8532 -0.6947
H 5.2295 3.1917 2.4591
C 3.4704 -4.4404 3.7118
H -2.0297 -5.3309 -1.9810
H -4.0773 -8.0625 0.8035
H -2.0563 2.7097 3.2447
N 2.0826 3.9323 2.8861
H -6.5745 -2.9039 -0.3079
Cl -4.9727 1.3616 -2.5286
H 0.5439 2.4767 2.6302
C 4.7327 -0.1045 4.7598
H -7.8274 1.2662 -1.6907
O -5.3664 -2.1606 4.0462
H 0.0510 -2.1036 -0.1385
H 3.1048 3.6649 -1.0760
N -4.0741 -3.2300 2.4855
H -1.5815 6.0234 0.4228
H 2.1901 -2.9419 0.3597
Cl -2.1450 -0.5390 -5.9032
H -1.6872 -4.2388 -0.6459
H -9.4829 0.7061 -1.4323
H 7.3572 2.4356 -2.3821
H -7.2486 -3.3551 2.4624
N 1.1461 3.1611 -6.0040
C -0.2632 -1.0735 -0.2194
H 2.7535 2.3229 -2.1559
H 5.0564 0.6680 -1.7536
F -2.4366 -1.6778 -0.8350
H -3.0734 6.5191 5.4270
C -3.1082 -5.7047 -0.1822
C -1.2563 0.0663 -4.5000
H -1.1070 2.6599 -0.5839
H 3.3435 1.9795 -0.5480
O 6.7856 -0.6905 2.7839
Cl -6.7824 2.9689 -4.3812
H 6.0172 1.2445 0.9151
H -4.2003 -3.9789 1.8197
C 5.5928 -3.8068 -2.3698
H -0.1932 0.0834 -4.7402
H -5.7139 -2.3230 -1.8003
N 4.8258 0.3780 3.3797
H -3.2830 -4.0799 -1.5596
C -5.1321 2.3206 -4.0980
O -3.9794 -5.3450 0.6100
H 0.1437 6.3807 1.0463
H -4.3412 5.7292 6.2866
C 4.1911 -1.9593 -1.8951
F 0.5425 -4.4944 1.5215
O -2.0571 5.4476 3.2490
F 3.9697 -0.8426 -1.2135
C -2.4894 -4.7320 -1.1948
H 2.2604 4.9253 2.9365
H 1.6565 -0.4664 0.4594
H -6.1774 -0.1601 -0.1145
H 4.0326 0.9018 3.0382
H -1.5048 -0.5389 -3.6282
C 3.2210 -2.4307 -2.7694
*
```

E_tot: -5861.6793 a.u.
HOMO: -8.91 eV
Orbital gap: 9.0 eV
Largest force on an atom: 4.2 eV/A

---

# 3
16 unconnected molecules or ions with the total composition C45H71Cl30FI2N2O at a distorted geometry. Source: the Open Molecules 2025 dataset; level of theory: wB97M-V/def2-TZVPD.

Geometry as ORCA input:
```
! wB97M-V def2-TZVPD RIJCOSX def2/J DEFGRID3
* xyz 0 1
C -5.9879 -0.6931 -1.5497
Cl 2.6255 -6.4467 1.1117
H 3.1197 2.1439 -6.2052
C -3.0806 -2.5572 -2.5235
Cl -6.5984 6.0481 -1.5579
H -5.2673 4.4130 -3.5449
O 2.7087 0.9655 2.6758
C 8.4363 -1.8943 -6.0887
Cl -5.2893 2.9038 -1.7213
C -4.8355 -0.2995 -0.7101
C 4.2004 -6.8394 1.8269
Cl 5.2576 -6.3998 -8.3661
C 7.1177 -0.0901 -1.4490
H -5.7702 1.7182 -0.3305
C -8.9667 -2.6410 1.4094
H 3.4129 -6.8963 3.8403
H 3.7107 2.7739 -0.4806
H -4.4258 5.5168 -0.8069
H 9.3709 -2.2880 -5.6909
Cl 5.2764 -5.2053 -1.2424
C -3.0933 -1.1940 -3.2569
H 2.0934 0.7105 -6.1015
H -6.5380 1.4380 7.2643
C 5.4406 3.5788 0.4843
Cl -1.8004 -0.9477 5.5554
Cl -3.4199 -3.1663 7.5693
C 0.3402 0.9050 2.8907
H 3.1056 -3.8203 -9.9043
H 4.9702 -6.3227 1.2565
C -8.0303 9.3884 -1.7169
H -0.1830 2.6399 7.8568
C -0.7577 -1.0189 1.4931
C -4.7223 4.3537 -2.6040
H 9.2255 -0.4141 -1.2737
H -7.4613 8.4635 -1.7840
H 7.6322 6.9161 2.7451
Cl -7.5542 -1.6862 0.9084
H -3.2254 -3.3040 -0.4710
Cl -6.2766 0.3300 4.5982
Cl 7.1509 3.9656 0.1484
H 4.9741 4.4594 0.9230
C -3.8692 1.4645 0.6427
C 6.9427 7.2916 1.9914
H -9.0690 9.1367 -1.5030
C -5.6395 -5.7476 1.3978
C 1.7788 2.3271 7.0057
N -1.7745 1.1600 1.7354
H 0.0321 1.9325 3.1819
C -4.9013 1.0288 -0.1488
H -7.4969 -0.7057 6.3093
H -10.3899 -2.7775 3.0029
C 4.2447 -6.4656 3.2867
H 5.2307 2.3045 -1.2463
H -1.5407 -0.9785 7.8974
H 4.0867 -4.4573 -7.7731
H -5.2507 -4.3969 3.0391
Cl -8.2981 -2.7375 4.0613
C -4.8848 5.6132 -1.7892
Cl -5.8866 -4.4318 0.2212
H 9.0863 -1.6953 -8.1417
C 0.5352 3.1552 7.2216
C -2.7497 0.6255 0.9435
C 4.5795 -4.7818 -8.6895
H -4.1009 -0.7453 -3.3483
H -5.1643 -6.5790 0.8803
C 5.2702 -3.5377 -0.6043
H 6.0426 -3.4903 0.1643
H -3.6684 4.1922 -2.8295
I 0.9296 -2.2206 2.1181
C 3.9393 -3.1647 -0.0098
Cl 3.5491 -1.1912 -7.7318
H 8.4522 -3.2857 -7.7160
C -4.8267 -5.2918 2.5858
Cl 6.7289 -1.7753 -8.2116
H -6.2634 0.0201 8.2796
H 6.7924 -0.8217 -0.7110
I -1.0177 -3.1932 -2.2547
Cl 1.9426 1.7788 -8.1986
H -9.7514 -2.4527 0.6765
H -1.1755 -3.4708 8.1735
Cl 7.6970 8.7009 1.2057
H 5.5539 -2.8672 -1.4149
C -1.6609 -3.0515 7.2928
C -3.7437 -2.5495 -1.0922
H 7.1919 0.8810 -0.9576
C 3.5864 -4.7951 -9.8254
Cl -8.0076 10.1702 -3.3185
C 8.3277 -2.2145 -7.5588
C -3.7353 -1.1515 -0.4294
H 4.9410 8.0938 1.8574
H 5.1719 -6.8231 3.7340
H 8.7366 0.2085 -2.8512
C 1.6684 1.0878 2.1171
C -2.6537 -0.7019 0.4411
Cl 8.4439 -0.1368 -5.7874
C -0.7880 0.3426 2.0038
H 0.7993 4.0987 7.6981
C 4.0062 0.3927 -7.0543
H -5.8598 -1.3580 6.1921
H 5.1162 6.7120 2.9436
C -9.4538 -2.2627 2.7875
H 4.6668 0.8851 -7.7652
C -6.8941 -0.9159 -2.3159
C -7.4912 10.2899 -0.6334
C -6.0271 0.4786 7.3195
C 4.7076 3.1208 -0.7511
H 0.4821 0.3496 3.8276
Cl 5.8346 0.0564 -2.6832
Cl 2.6665 -3.0252 -1.2312
Cl -4.2728 0.7851 7.3089
C 5.5965 7.6238 2.5882
H -9.6253 -1.1913 2.8707
H -4.4134 6.4495 -2.3047
C -6.4457 -0.4402 6.1957
H -7.6405 9.8246 0.3405
C 8.4545 -0.4626 -2.0420
H 3.6146 -3.8952 0.7288
Cl -3.1349 -4.9421 2.1481
Cl 5.7303 8.7163 3.9904
H 5.4368 2.7841 1.2302
N -1.6350 -1.5902 0.7068
Cl 4.4933 4.4361 -1.9349
Cl 4.3648 -5.1166 -11.3969
Cl 1.4000 0.6885 6.4183
H 2.3119 2.2099 7.9488
H -2.7207 -1.3755 -4.2880
F 1.6538 1.3584 0.7759
H -4.8037 -6.0789 3.3392
H 2.8142 -5.5466 -9.6726
Cl -0.2782 3.5603 5.6886
Cl -5.7401 10.5763 -0.8064
H 6.8256 6.5265 1.2245
H 2.4521 2.7949 6.2899
C -1.2060 -1.6266 7.0888
H -2.4330 -0.4360 -2.7995
H 4.5725 0.1949 -6.1441
H -6.6271 -6.0706 1.7270
H 5.4063 -4.1032 -8.8892
H -8.6971 -3.6953 1.3563
H -0.1181 -1.5893 7.0518
Cl 8.4641 -2.1275 -2.6772
H 4.0146 -2.1932 0.4814
H -3.6278 -3.2663 -3.1726
H -3.8812 2.4672 1.0940
C 2.8027 1.2440 -6.7315
H -7.7125 -1.3708 -2.8548
H -4.7710 -2.9237 -1.2095
Cl 4.2012 -4.6953 3.5040
H -1.4144 -3.6755 6.4357
H 7.6159 -2.3308 -5.5230
H -7.9914 11.2565 -0.6314
H 4.3519 -7.9120 1.7087
*
```

E_tot: -16443.0304 a.u.
HOMO: -8.50 eV
Orbital gap: 8.0 eV
Largest force on an atom: 2.9 eV/A

---

# 4
3 unconnected molecules or ions with the total composition C3H13N4 at a distorted geometry. Source: the Open Molecules 2025 dataset; level of theory: wB97M-V/def2-TZVPD.

Geometry as ORCA input:
```
! wB97M-V def2-TZVPD RIJCOSX def2/J DEFGRID3
* xyz 1 1
H -1.1052 1.0749 1.7584
H 2.4908 1.3304 1.1021
N -0.7100 -1.2015 -0.2383
C 1.6260 1.5127 0.2996
H 1.3816 2.5635 0.6367
N -0.6882 1.3709 0.8863
H 2.3643 -2.1835 0.6303
C 0.3822 -0.5133 0.0064
N 0.4489 0.7245 0.4255
H -3.7111 -1.0364 -0.2229
H 2.1242 -1.9826 -1.2505
N -3.0644 -0.3961 -0.7819
H -0.6648 -2.1679 -0.1086
H 1.9657 1.5928 -0.6838
H -0.3386 2.3455 0.8754
H -1.6393 -0.7487 -0.3580
C 2.4327 -1.6300 -0.2847
H -2.9074 -0.5884 -1.7221
H -3.3561 0.6638 -0.6471
H 2.9687 -0.7309 -0.3229
*
```

E_tot: -340.7295 a.u.
HOMO: -12.73 eV
Orbital gap: 9.0 eV
ΔE to the lowest compared entry with this formula, charge and spin: 134.3 kcal/mol
Largest force on an atom: 5.2 eV/A